(1)
A molecular structure, C27H28N4O5SiW at a distorted geometry, computed with ωB97M-V with the def2-TZVPD basis set.

Each line ends with the natural charge from an NBO analysis.
Positions of all 66 atoms, in Å:
W  0.192735  0.264035  0.470470  2.011
O  -2.432263  -2.942905  4.973812  -0.587
C  -1.891870  -2.186755  4.004503  0.424
C  -2.699396  -1.706925  2.935013  -0.235
C  -2.050637  -0.941654  2.006612  0.126
N  -0.750473  -0.587565  2.116099  -0.471
C  -0.006289  -1.070603  3.093036  0.134
C  -0.514846  -1.919607  4.038087  -0.226
C  1.385917  -0.653495  2.933846  0.754
O  2.296685  -1.073954  3.547635  -0.430
O  1.508876  0.197166  1.870214  -0.662
C  -2.587154  -0.368869  0.762626  0.744
O  -3.669087  -0.555188  0.354097  -0.450
O  -1.678951  0.406014  0.150580  -0.645
H  -3.365389  -3.076525  4.828493  0.507
H  -3.720597  -2.023198  2.884480  0.269
H  0.065909  -2.321343  4.857902  0.290
C  0.792812  -1.604723  -0.017848  -0.412
C  0.659573  -2.792028  -0.232526  0.180
C  0.418714  -4.137698  -0.467276  -0.147
C  -0.849486  -4.585970  -0.877178  -0.184
C  -1.006481  -5.900476  -1.256424  -0.203
C  0.058797  -6.818970  -1.203795  -0.148
C  1.285917  -6.378367  -0.713805  -0.195
C  1.448145  -5.048049  -0.326660  -0.157
H  -1.695983  -3.905138  -0.954679  0.221
H  -1.972698  -6.221783  -1.621029  0.235
H  -0.038117  -7.851186  -1.558139  0.244
H  2.097457  -7.064311  -0.641738  0.238
H  2.401286  -4.672620  0.014985  0.231
C  3.165168  1.813992  -0.923568  -1.169
Si  1.923717  3.110864  -0.578216  1.824
C  2.338851  4.260420  0.752685  -1.171
C  1.462413  4.143202  -2.034287  -1.147
N  0.557707  2.091471  0.228049  -0.818
C  -0.346477  2.846226  1.117531  0.121
C  -1.506493  3.331004  0.522476  -0.227
C  -2.396130  4.073119  1.290783  -0.176
C  -2.045576  4.435187  2.587941  -0.167
C  -0.866861  3.992789  3.149841  -0.178
C  -0.008371  3.134845  2.414640  -0.237
H  4.167740  2.212144  -1.185975  0.287
H  2.857441  1.194896  -1.781824  0.246
H  3.244415  1.221819  -0.020761  0.248
H  3.104557  4.988356  0.486354  0.281
H  2.606939  3.759208  1.676566  0.253
H  1.442718  4.894560  0.909965  0.256
H  2.212794  4.934829  -2.127987  0.280
H  0.576483  4.710586  -1.732792  0.255
H  1.338947  3.660757  -2.991774  0.246
H  -1.688045  3.176376  -0.501163  0.230
H  -3.344600  4.339972  0.864556  0.241
H  -2.700833  5.039104  3.156036  0.240
H  -0.586482  4.264437  4.153179  0.241
H  0.920787  2.752530  2.869968  0.244
C  0.390046  -1.356986  -4.705478  -0.397
N  -0.054839  -0.065300  -4.110618  -0.418
C  -0.471134  1.093747  -4.949501  -0.398
C  0.069629  0.108043  -2.825770  0.698
N  0.177919  0.305353  -1.695171  -0.528
H  1.293769  -1.196271  -5.259147  0.227
H  -0.413177  -1.766099  -5.316267  0.235
H  0.608954  -2.083100  -3.929365  0.230
H  -1.420874  0.870964  -5.431218  0.234
H  0.314840  1.257967  -5.688124  0.230
H  -0.609047  1.991676  -4.362956  0.228

Atoms 1-3, force components in eV/Å:
-0.0809 1.3270 -0.7629
1.4584 0.7293 -0.6200
-0.9908 -0.5517 0.1096

The value obtained for the calculated total energy is -1996.99377 hartree. For the largest force on an atom, the calculation gives 1.86 eV/Å. The LUMO energy is -7.678 eV. The HOMO energy comes out at -14.01 eV. For the frontier orbital gap, the calculation gives 6.33 eV. As for the total charge: +2.

(2)
A molecular structure, C32H47AsN3RhS3 at a distorted geometry, computed with ωB97M-V with the def2-TZVPD basis set.

Each line ends with the Mulliken spin population.
Positions of all 87 atoms, in Å:
Rh  -0.258731  -0.209275  -0.063400  2.210
C  0.948343  -2.762568  3.970534  0.004
C  0.317207  -1.384237  4.138423  0.029
S  -0.338616  -0.484975  2.677002  0.058
C  -2.086749  -0.992971  2.560405  -0.033
C  -2.365501  -2.264177  1.775490  0.013
S  -1.329229  -2.515082  0.300768  0.129
C  0.191451  -3.341218  0.913975  -0.007
C  0.036292  -4.510229  1.874225  0.009
S  -0.234809  -4.107807  3.638113  0.001
H  1.410634  -3.026142  4.922196  0.000
H  1.733340  -2.769166  3.215320  0.000
H  1.076132  -0.698724  4.520832  -0.002
H  -0.500848  -1.417655  4.856803  0.002
H  -2.563741  -0.138291  2.080629  0.013
H  -2.485428  -1.081688  3.571496  -0.003
H  -3.393489  -2.259675  1.409101  -0.001
H  -2.231260  -3.139670  2.397105  0.003
H  0.833354  -2.576871  1.342791  0.000
H  0.644885  -3.708590  -0.010103  -0.002
H  0.936209  -5.121742  1.815421  0.001
H  -0.810437  -5.142627  1.603548  -0.004
N  -0.015842  -0.366780  -2.399194  0.096
C  1.239779  -1.071615  -2.717173  -0.007
C  2.355628  -0.540949  -1.831237  -0.001
N  2.014901  -0.752500  -0.407759  0.083
H  -0.799161  -0.830015  -2.845092  -0.003
H  0.011841  0.576298  -2.772970  -0.009
H  1.522999  -0.952157  -3.764243  0.005
H  1.090884  -2.136361  -2.527492  -0.002
H  2.465855  0.530345  -1.998174  0.001
H  3.299340  -1.019943  -2.094604  0.004
H  2.603869  -0.166285  0.177527  -0.003
H  2.222073  -1.715113  -0.159189  -0.003
C  -0.709031  8.519095  0.769476  0.001
C  -1.190994  7.097606  0.774267  0.001
C  -1.638689  6.492563  1.944392  0.006
C  -2.080496  5.178681  1.961142  -0.058
C  -2.584910  4.589203  3.254869  -0.001
C  -2.069764  4.452777  0.761686  0.203
As  -2.614512  2.573244  0.856593  0.308
N  -1.098189  1.840932  0.180958  0.596
C  0.156074  2.239492  0.591615  0.005
C  0.481761  2.585460  1.922079  0.074
C  1.772941  2.911032  2.270229  -0.034
C  2.786520  2.923514  1.311573  0.094
C  2.477927  2.645855  -0.010816  -0.052
C  1.182152  2.317342  -0.376191  0.076
C  -4.058040  2.244037  -0.432429  0.025
C  -4.156034  1.106682  -1.244751  0.017
C  -3.229904  -0.078268  -1.188985  -0.011
C  -5.215402  1.006233  -2.138991  -0.004
C  -6.215003  1.963857  -2.211984  0.022
C  -7.373376  1.826003  -3.152520  -0.001
C  -6.134897  3.049265  -1.343864  0.000
C  -5.098427  3.198752  -0.438472  0.018
C  -5.155337  4.371145  0.507540  0.012
C  -1.634772  5.030953  -0.435921  0.055
C  -1.629729  4.338576  -1.776088  0.003
C  -1.204942  6.353355  -0.398206  0.005
H  -0.721129  8.944512  1.770506  0.000
H  -1.341500  9.133402  0.126956  0.000
H  0.306686  8.578046  0.377453  0.000
H  -1.646950  7.062804  2.865795  -0.002
H  -2.550366  5.327784  4.052432  0.000
H  -1.983782  3.733929  3.570396  -0.011
H  -3.619662  4.252950  3.160849  -0.001
H  -0.304385  2.566687  2.662795  0.012
H  2.001224  3.165269  3.297400  0.000
H  3.795786  3.187813  1.595993  0.003
H  3.246586  2.731877  -0.769636  0.001
H  0.912515  2.197439  -1.418428  -0.002
H  -2.260749  0.162020  -0.742698  0.047
H  -3.061677  -0.472264  -2.191295  0.003
H  -3.690722  -0.877518  -0.602583  0.004
H  -5.271973  0.133776  -2.781223  0.002
H  -7.347198  0.878743  -3.686515  0.000
H  -7.367920  2.636383  -3.883486  0.002
H  -8.312748  1.892637  -2.603284  0.002
H  -6.921715  3.794624  -1.363723  0.000
H  -6.160530  4.785647  0.525329  0.000
H  -4.474574  5.166204  0.204926  -0.002
H  -4.903944  4.068271  1.526013  -0.007
H  -1.889468  3.286238  -1.710144  0.002
H  -0.644389  4.426979  -2.237388  0.001
H  -2.342135  4.821689  -2.447015  0.001
H  -0.873884  6.814324  -1.322999  0.001

Atoms 1-3, force components in eV/Å:
0.4932 -0.1004 -0.3253
-0.3252 -0.1672 -0.1223
0.2334 0.0056 -0.2596

The value obtained for the calculated total energy is -4952.14912 hartree. For the largest force on an atom, the calculation gives 1.12 eV/Å. Its spin multiplicity is 5. The LUMO energy (alpha / beta) is -4.352 / -7.519 eV. The HOMO energy (alpha / beta) comes out at -13.20 / -13.50 eV. Its expectation value of S² is 6.028. For the frontier orbital gap (alpha / beta), the calculation gives 8.85 / 5.98 eV. As for the total charge: +2.

(3)
C5H7NO in the gas phase at a distorted geometry, computed with ωB97M-V with the def2-TZVPD basis set.

Each line ends with the natural charge from an NBO analysis.
Positions of all 14 atoms, in Å:
O  2.272640  0.660081  1.748514  -0.611
C  1.716655  -0.404810  1.571416  0.527
N  0.439247  -0.550655  1.111151  -0.622
C  -0.387293  0.588772  0.706285  -0.218
C  -0.350923  0.888545  -0.826934  -0.510
C  -0.830183  -0.215994  -1.620953  -0.011
C  -1.493562  -0.880828  -2.373474  -0.263
H  2.214389  -1.374534  1.782989  0.114
H  0.131039  -1.492559  0.912430  0.401
H  -0.001873  1.436506  1.280097  0.237
H  -1.413497  0.380194  1.016011  0.204
H  -1.149268  1.547414  -1.301023  0.272
H  0.700343  1.119136  -1.077136  0.246
H  -1.847713  -1.701268  -2.929375  0.233

Atoms 1-3, force components in eV/Å:
-0.1931 -0.2843 -0.0550
-0.0476 0.1926 -0.1000
0.1565 0.0846 -0.3700

The value obtained for the calculated total energy is -324.63946 hartree. For the largest force on an atom, the calculation gives 2.29 eV/Å. The LUMO energy is 0.802 eV. As for the SMILES: C#CCCNC=O. The HOMO energy comes out at -9.85 eV. For the energy above the lowest of the compared OMol25 structures with the same formula, charge and spin, the calculation gives 223.18 kJ/mol. For the frontier orbital gap, the calculation gives 10.65 eV.

Here are the calculated molecular weight numbers, same order: 700.47, 747.78, 97.12 (g mol⁻¹).